1.
ORCA calculation (ωB97M-V/def2-TZVPD) on a structure of composition C5H12LuO3.

Atoms and positions in Å:
C (2.13, -3.23, -0.58)
C (2.64, -1.87, -0.83)
O (3.28, -1.22, 0.00)
Lu (4.92, 0.49, -0.01)
H (2.31, -3.56, 0.45)
H (2.63, -3.90, -1.30)
H (1.06, -3.27, -0.83)
H (2.57, -1.48, -1.86)
O (-0.20, -0.13, 0.02)
H (0.45, 0.13, 0.70)
C (-3.82, 1.70, 1.14)
O (-2.84, 1.03, 0.38)
C (-1.68, 1.80, 0.17)
C (-0.69, 1.01, -0.65)
H (-4.67, 1.03, 1.25)
H (-3.44, 1.97, 2.14)
H (-4.15, 2.63, 0.63)
H (-1.23, 2.10, 1.13)
H (-1.93, 2.73, -0.38)
H (0.14, 1.68, -0.94)
H (-1.17, 0.66, -1.57)

As for the expectation value of S²: 0.750. The total energy comes out at -1658.156283 hartree. The HOMO energy (spin up / spin down) is -13.94 / -13.94 eV. As for the multiplicity: 2. As for the total charge: +2.

2.
ORCA calculation (ωB97M-V/def2-TZVPD) on a cluster of 2 separate species, C10H18N3O in total.

Atoms and positions in Å:
C (-4.81, 2.13, -0.15)
C (-1.42, -0.30, -0.10)
C (-1.80, 0.22, -1.32)
C (-2.25, -0.35, 0.99)
C (-2.85, 1.14, -1.37)
C (-3.41, 0.45, 0.94)
C (-3.67, 1.17, -0.21)
O (-0.23, -1.00, -0.10)
H (-0.32, -1.85, 0.32)
H (-1.24, -0.14, -2.18)
H (-2.15, -1.00, 1.84)
H (-3.03, 1.81, -2.20)
H (-3.99, 0.58, 1.83)
H (-5.60, 1.82, 0.56)
H (-5.36, 2.31, -1.07)
H (-4.42, 3.07, 0.27)
C (3.24, -2.07, -0.20)
C (1.99, -2.47, -1.05)
C (3.28, 0.34, 0.61)
N (2.98, -0.97, 0.73)
N (2.77, 1.15, -0.40)
N (4.09, 0.92, 1.53)
H (3.60, -2.90, 0.44)
H (4.01, -1.64, -0.86)
H (1.66, -1.55, -1.48)
H (1.09, -2.76, -0.48)
H (2.97, -1.33, 1.70)
H (2.04, 0.69, -0.93)
H (3.05, 2.10, -0.45)
H (4.38, 0.43, 2.36)
H (4.17, 1.91, 1.70)
H (2.12, -3.39, -1.62)

As for the expectation value of S²: 0.754. The total energy comes out at -631.218248 hartree. The HOMO energy (spin up / spin down) is -3.52 / -8.43 eV. As for the multiplicity: 2.

3.
ORCA calculation (ωB97M-V/def2-TZVPD) on a structure of composition C17H17BrCe.

Atoms and positions in Å:
C (-0.96, -1.23, -3.27)
C (-1.33, -2.32, -2.42)
C (-2.15, -1.82, -1.37)
H (-1.04, -3.36, -2.58)
C (-2.31, -0.41, -1.57)
C (-1.56, -0.04, -2.73)
H (-1.48, 0.97, -3.14)
H (-0.38, -1.29, -4.18)
H (-2.61, -2.41, -0.58)
H (-2.90, 0.28, -0.95)
Ce (0.24, -0.79, -0.93)
Br (1.30, -3.08, -0.07)
C (2.64, 1.03, -1.32)
C (1.63, 1.71, -2.08)
C (1.37, 0.94, -3.25)
H (1.20, 2.69, -1.86)
C (2.20, -0.23, -3.21)
C (2.97, -0.17, -2.01)
H (3.72, -0.90, -1.71)
H (3.11, 1.41, -0.41)
H (0.72, 1.23, -4.07)
H (2.26, -1.00, -3.98)
C (-0.47, 0.60, 1.03)
C (-0.33, 0.57, 2.49)
C (-0.11, 1.75, 3.22)
C (-0.28, 1.78, 4.61)
C (-0.59, 0.60, 5.30)
C (-0.65, -0.62, 4.60)
C (-0.50, -0.65, 3.21)
H (-1.52, 0.42, 0.71)
H (-0.06, 1.49, 0.54)
H (0.15, 2.66, 2.67)
H (-0.18, 2.72, 5.15)
H (-0.76, 0.62, 6.38)
H (-0.81, -1.56, 5.14)
H (-0.54, -1.58, 2.63)

The total energy comes out at -3707.092931 hartree. The HOMO energy (spin up / spin down) is -7.86 / -7.86 eV. As for the multiplicity: 1.

4.
ORCA calculation (ωB97M-V/def2-TZVPD) on a structure of composition C25H33AuO2Se.

Atoms and positions in Å:
O (-0.24, 0.31, -4.10)
C (-0.26, 1.60, -4.75)
C (-0.06, 0.99, -6.13)
H (0.57, 2.20, -4.37)
H (-1.22, 2.12, -4.61)
C (-0.04, -0.35, -5.39)
H (0.89, 1.26, -6.59)
H (-0.90, 1.13, -6.81)
C (1.27, -1.08, -5.53)
H (2.11, -0.53, -5.10)
H (1.46, -1.23, -6.60)
H (1.20, -2.06, -5.06)
C (-1.19, -1.27, -5.72)
H (-2.13, -0.72, -5.78)
H (-1.27, -2.03, -4.94)
H (-1.00, -1.78, -6.67)
Au (-0.23, 0.57, 1.71)
C (-2.70, -0.74, 3.02)
C (-2.13, 0.56, 3.10)
C (-2.32, 1.21, 1.78)
H (-1.81, 1.07, 4.00)
C (-2.97, 0.21, 0.94)
C (-3.22, -0.93, 1.72)
H (-3.79, -1.81, 1.41)
H (-2.76, -1.44, 3.85)
H (-2.30, 2.28, 1.61)
H (-3.27, 0.36, -0.10)
C (0.87, -1.30, 2.84)
C (0.32, -2.52, 2.38)
C (0.71, -2.71, 1.03)
H (-0.24, -3.23, 2.98)
C (1.49, -1.61, 0.62)
C (1.61, -0.68, 1.72)
H (2.41, 0.06, 1.83)
H (0.87, -0.95, 3.87)
H (0.51, -3.60, 0.43)
H (2.02, -1.53, -0.33)
O (1.58, -0.98, -2.76)
C (0.28, -1.40, -2.30)
C (-0.47, -0.25, -1.62)
H (0.43, -2.22, -1.58)
H (-0.29, -1.80, -3.14)
C (0.56, 0.90, -1.53)
H (-0.75, -0.53, -0.59)
H (-1.34, 0.04, -2.21)
C (1.85, 0.27, -2.08)
H (0.69, 1.14, -0.45)
H (0.27, 1.81, -2.07)
H (2.53, 0.07, -1.24)
H (2.38, 0.94, -2.78)
Se (1.16, 2.47, 2.93)
C (0.96, 2.00, 4.71)
C (-0.03, 2.62, 5.51)
C (-0.17, 2.27, 6.85)
C (0.69, 1.33, 7.43)
C (1.68, 0.71, 6.65)
C (1.82, 1.04, 5.30)
H (-0.66, 3.38, 5.05)
H (-0.95, 2.74, 7.45)
H (0.60, 1.08, 8.49)
H (2.35, -0.03, 7.09)
H (2.59, 0.57, 4.68)

As for the expectation value of S²: 2.044. The total energy comes out at -3659.761586 hartree. The HOMO energy (spin up / spin down) is -7.29 / -7.32 eV. As for the multiplicity: 3.

5.
ORCA calculation (ωB97M-V/def2-TZVPD) on a cluster of 2 separate species, C6H16 in total.

Atoms and positions in Å:
C (-2.30, 0.53, 2.04)
C (-1.21, 0.05, 1.05)
C (-1.89, 0.26, -0.34)
C (0.12, 0.71, 1.35)
H (-2.28, 1.61, 1.95)
H (-2.11, 0.27, 3.06)
H (-3.34, 0.14, 1.83)
H (-0.98, -1.02, 1.20)
H (-2.42, -0.66, -0.62)
H (-2.51, 1.14, -0.41)
H (-1.10, 0.49, -1.10)
H (0.46, 0.29, 2.33)
H (0.80, 0.75, 0.49)
H (0.14, 1.72, 1.82)
C (2.82, -1.43, -1.66)
C (2.17, -0.16, -2.25)
H (2.11, -2.03, -1.10)
H (3.25, -2.10, -2.43)
H (3.57, -1.12, -0.96)
H (2.63, -0.09, -3.23)
H (1.11, -0.14, -2.46)
H (2.36, 0.77, -1.72)

The SMILES is CC(C)C.CC. The total energy comes out at -238.158072 hartree. The HOMO energy is -10.93 eV. As for the multiplicity: 1.

6.
ORCA calculation (ωB97M-V/def2-TZVPD) on a structure of composition C25H25N4O2STi.

Atoms and positions in Å:
Ti (-0.07, 0.02, -0.32)
C (2.36, 2.49, -0.28)
C (1.90, 2.12, 1.10)
C (2.40, 2.79, 2.19)
C (1.99, 2.45, 3.47)
C (1.06, 1.45, 3.63)
C (0.58, 0.80, 2.50)
N (0.98, 1.12, 1.24)
C (-0.47, -0.21, 2.57)
C (-1.16, -0.55, 3.71)
C (-2.23, -1.43, 3.64)
C (-2.60, -1.95, 2.38)
C (-1.89, -1.61, 1.27)
N (-0.80, -0.77, 1.35)
C (-2.18, -2.10, -0.09)
C (-3.25, -2.92, -0.36)
C (-3.41, -3.41, -1.64)
C (-2.48, -3.07, -2.60)
C (-1.44, -2.22, -2.29)
C (-0.45, -1.88, -3.37)
N (-1.29, -1.70, -1.04)
H (3.02, 1.73, -0.70)
H (1.53, 2.64, -0.97)
H (2.92, 3.42, -0.24)
H (3.12, 3.58, 2.02)
H (2.38, 2.97, 4.34)
H (0.72, 1.16, 4.61)
H (-0.89, -0.12, 4.67)
H (-2.78, -1.70, 4.53)
H (-3.45, -2.62, 2.31)
H (-3.95, -3.19, 0.42)
H (-4.25, -4.05, -1.88)
H (-2.56, -3.45, -3.61)
H (-0.63, -2.50, -4.24)
H (-0.53, -0.84, -3.68)
H (0.58, -2.07, -3.04)
O (1.35, 1.33, -3.76)
C (1.11, 0.77, -2.73)
O (0.01, 0.91, -1.99)
C (2.09, -0.22, -2.11)
C (3.28, -0.54, -2.71)
C (4.11, -1.46, -2.08)
C (3.71, -2.02, -0.88)
C (2.49, -1.63, -0.34)
N (1.69, -0.75, -0.94)
H (3.54, -0.07, -3.65)
H (5.06, -1.74, -2.52)
H (4.32, -2.74, -0.36)
H (2.13, -2.04, 0.59)
C (-1.86, 3.13, -1.13)
S (-2.17, 1.73, -0.05)
C (-2.07, 2.56, 1.54)
H (-2.67, 3.85, -1.01)
H (-1.82, 2.77, -2.15)
H (-0.91, 3.60, -0.88)
H (-1.06, 2.94, 1.71)
H (-2.33, 1.84, 2.32)
H (-2.79, 3.38, 1.55)

As for the expectation value of S²: 2.033. The total energy comes out at -2584.804719 hartree. The HOMO energy (spin up / spin down) is -8.55 / -11.57 eV. As for the multiplicity: 3. As for the total charge: +1.